1.
Formula: C4H14NO3
Source: the Open Molecules 2025 dataset
Level of theory: the ωB97M-V functional and the def2-TZVPD basis

Last column: natural (NBO) charge in e.
Element x y z (Å)
C 1.23361 -0.36535 2.92067  -0.64
C 0.15156 -1.55469 2.38863  -0.22
N -0.45711 -1.44524 1.02082  -0.65
C 0.50499 -0.97653 0.02458  -0.25
C 0.72504 0.43727 -0.36389  -0.02
O -0.41950 0.99747 -0.62146  -0.89
H 1.95269 -0.05457 2.19874  0.21
H 0.44637 0.42050 3.07521  0.21
H 1.74096 -0.53258 3.83660  0.19
H -0.79203 -1.56279 2.91993  0.19
H 0.48496 -2.73998 2.18036  0.18
H -1.33355 -0.94604 0.91113  0.38
H 1.51087 -1.27991 0.32572  0.16
H 0.33460 -1.58710 -0.88599  0.18
H 1.50371 0.68474 -1.23528  0.08
H 1.03166 0.89107 0.57096  0.12
H -0.65864 2.05354 -2.06609  0.52
H 0.72277 2.01981 -2.16700  0.45
O 0.15678 2.64664 -2.48310  -1.00
H -1.18963 0.21941 -1.36269  0.49
H -1.50642 -0.28081 -3.07545  0.45
O -1.82975 -0.19821 -2.16942  -1.12

Force components x, y, z for each atom (eV/Å):
C -4.14 -1.06 -0.99
C 0.64 -2.18 -2.09
N 1.51 1.81 -0.25
C 1.71 -3.35 -1.82
C 0.87 1.00 0.68
O -4.00 1.37 -0.78
H 0.21 0.03 -0.75
H 1.20 -0.11 -0.09
H 0.18 -0.69 1.00
H 0.44 -0.12 1.37
H 0.14 3.12 1.82
H 0.23 0.39 0.46
H 0.10 -0.69 0.41
H -0.16 0.38 0.13
H -0.45 -1.33 1.56
H 1.49 0.65 0.37
H 2.30 2.26 -1.03
H 3.22 -2.22 1.20
O -5.21 0.63 -0.62
H 0.21 0.43 -1.27
H 0.39 0.27 0.67
O -0.93 -0.60 0.03

Relative energy (zero: lowest compared OMol25 entry of this formula, charge and spin) = 3.663 eV
LUMO energy = 0.1355 hartree
Net charge = -1
HOMO energy = -3.92 eV
Kohn-Sham gap = 7.61 eV



2.
Formula: C15H15BeIN2O
Source: the Open Molecules 2025 dataset
Level of theory: the ωB97M-V functional and the def2-TZVPD basis

Last column: natural (NBO) charge in e.
Element x y z (Å)
Be -0.55148 -0.13146 1.20490  1.57
I -1.60984 -2.47009 0.29053  0.15
C 0.33250 -2.67599 -0.55559  -0.08
C 0.54627 -3.77683 -1.34901  -0.31
C 1.80354 -3.96936 -1.94082  -0.24
C 2.80814 -3.06236 -1.72723  -0.21
C 2.59804 -1.92462 -0.91162  -0.09
C 3.62697 -0.99153 -0.68678  -0.26
C 3.39363 0.10524 0.11195  -0.21
C 2.14107 0.30470 0.70413  -0.28
C 1.06983 -0.56111 0.54062  -0.46
C 1.31903 -1.69691 -0.29047  -0.07
H -0.25094 -4.48873 -1.51459  0.21
H 1.97526 -4.83732 -2.56911  0.19
H 3.78132 -3.20163 -2.18913  0.18
H 4.60020 -1.15246 -1.14220  0.18
H 4.19875 0.81543 0.28212  0.18
H 1.99063 1.18701 1.32115  0.20
C -3.39203 2.35174 0.79536  -0.65
C -2.05112 2.03167 0.04647  0.14
C -2.42506 1.89121 -1.46820  -0.64
C -1.18135 3.32630 0.15371  -0.64
N -1.42659 0.91305 0.54451  -1.53
H -3.90819 3.24419 0.39708  0.14
H -3.16630 2.50223 1.85282  0.20
H -4.04810 1.48324 0.70923  0.19
H -2.94636 2.77872 -1.86631  0.15
H -3.06432 1.01301 -1.58494  0.19
H -1.50792 1.72451 -2.03760  0.19
H -1.69688 4.21604 -0.24337  0.15
H -0.25089 3.17122 -0.39842  0.19
H -0.93122 3.49117 1.20440  0.20
O -0.58598 -0.54117 5.30812  -0.74
C -0.59226 -0.53566 4.09315  0.71
N -0.59834 -0.53348 2.91518  -0.90

Force components x, y, z for each atom (eV/Å):
Be -0.20 1.65 0.34
I 0.39 -0.63 -0.41
C -0.68 -0.42 -0.04
C -0.21 0.20 0.21
C 0.42 0.09 -0.10
C -0.17 -0.18 -0.07
C -0.30 0.01 0.08
C 0.17 0.29 0.14
C 0.19 -0.26 -0.23
C -0.31 -0.02 0.16
C -0.02 -0.39 -0.15
C 0.52 0.07 -0.08
H 0.00 0.01 0.00
H -0.01 0.00 0.00
H 0.01 0.00 0.01
H -0.02 -0.02 -0.02
H -0.02 0.03 0.01
H 0.03 0.01 -0.02
C 0.06 0.11 -0.13
C -0.05 -0.11 -0.02
C -0.02 0.10 0.11
C -0.06 -0.08 -0.01
N 0.29 -0.23 0.13
H -0.02 -0.04 0.06
H -0.01 0.00 0.02
H -0.03 -0.01 0.00
H 0.00 -0.05 -0.03
H -0.01 -0.02 -0.02
H 0.01 -0.01 0.00
H 0.04 0.03 0.01
H 0.00 -0.01 0.00
H 0.00 0.00 0.01
O -0.01 -0.03 -0.09
C 0.01 0.01 -0.10
N 0.01 -0.11 0.24

Relative energy (zero: lowest compared OMol25 entry of this formula, charge and spin) = 0.272 eV
LUMO energy = 0.1677 hartree
Net charge = -2
HOMO energy = 1.32 eV
Kohn-Sham gap = 3.24 eV



3.
Formula: C38H41BrN6PTi
Source: the Open Molecules 2025 dataset
Level of theory: the ωB97M-V functional and the def2-TZVPD basis

Last column: Löwdin charge in e.
Element x y z (Å)
Ti 1.47427 -0.50168 0.70254  1.08
C 1.46951 2.38174 3.59037  0.00
C 1.19088 1.68581 2.30822  -0.24
N 0.33919 0.44980 2.28013  -0.16
C 0.55577 -0.47602 3.41787  -0.16
C -0.04616 -1.82326 3.07232  -0.12
N 0.24586 -2.15547 1.64678  -0.08
C 0.76460 -3.53275 1.40511  -0.14
C 2.26255 -3.46943 1.24665  -0.15
N 2.59115 -2.41224 0.25983  -0.13
C 2.29589 -2.74627 -1.16929  -0.12
C 0.95455 -2.17231 -1.61488  -0.18
N 0.79634 -0.83735 -1.01948  -0.13
C 0.01758 0.24203 -1.69693  -0.45
C -0.07488 0.13296 -3.20777  -0.01
C 0.68728 1.50253 -1.21076  -0.31
C 1.01955 2.69468 -1.74777  0.00
C 1.67983 3.62692 -0.84333  0.00
C 1.87063 3.38159 0.47369  0.03
C 1.36883 2.14037 1.03609  -0.22
N 0.93371 1.24234 0.09190  -0.09
H 1.86254 1.71632 4.36027  0.09
H 0.58857 2.88550 3.99314  0.10
H 2.23182 3.14481 3.43275  0.10
H 0.14837 -0.10186 4.35796  0.13
H 1.63746 -0.55097 3.55331  0.07
H -1.13042 -1.81228 3.20691  0.14
H 0.35635 -2.59910 3.72399  0.14
H -0.64398 -2.10512 1.15236  0.09
H 0.28504 -3.90348 0.49820  0.12
H 0.46851 -4.20134 2.21645  0.14
H 2.68593 -4.43142 0.94428  0.15
H 2.74015 -3.18071 2.18933  0.12
H 3.59003 -2.23705 0.32097  0.11
H 2.33076 -3.82988 -1.31151  0.14
H 3.10193 -2.30917 -1.76090  0.13
H 0.12391 -2.82755 -1.33301  0.10
H 0.93909 -2.10826 -2.70612  0.13
H -0.70795 -0.67335 -3.57161  0.08
H 0.92755 -0.01847 -3.61077  0.11
H -0.46832 1.05863 -3.62215  0.10
H 0.81644 2.95907 -2.77419  0.13
H 2.01217 4.57348 -1.24652  0.13
H 2.33488 4.12323 1.10758  0.13
C -3.57667 -3.92054 -0.62842  -0.02
C -3.57377 -3.09297 0.48424  -0.03
C -2.98403 -1.83660 0.41416  -0.08
C -2.36232 -1.40745 -0.76490  -0.31
C -2.40825 -2.23826 -1.89002  -0.10
C -3.00321 -3.48623 -1.81793  -0.03
P -1.69388 0.26430 -0.86333  1.23
C -2.72375 1.22932 -1.94924  -0.35
C -2.41561 2.57851 -2.16979  -0.08
C -3.18793 3.32362 -3.04107  -0.03
C -4.26364 2.73135 -3.69713  -0.02
C -4.58012 1.40209 -3.47054  -0.03
C -3.81634 0.64554 -2.59120  -0.05
C -1.82413 0.96280 0.85382  -0.17
C -3.09268 1.55567 0.95805  -0.07
C -3.65432 2.00273 2.14599  -0.02
C -2.94663 1.85909 3.31237  0.00
C -1.67414 1.30428 3.25568  -0.01
C -1.08876 0.85698 2.07979  -0.15
H -4.05290 -4.88940 -0.57884  0.13
H -4.06156 -3.40706 1.39669  0.12
H -3.04080 -1.18295 1.27469  0.10
H -2.00254 -1.91786 -2.84030  0.10
H -3.04028 -4.11672 -2.69483  0.13
H -1.60144 3.05646 -1.64352  0.11
H -2.96278 4.36868 -3.20166  0.12
H -4.86340 3.31805 -4.37965  0.13
H -5.42582 0.95020 -3.96844  0.13
H -4.08697 -0.38567 -2.40827  0.11
H -3.69654 1.66207 0.07159  0.11
H -4.63927 2.44625 2.13654  0.13
H -3.35049 2.18731 4.25961  0.13
H -1.11389 1.25484 4.17563  0.11
Br 4.16110 -0.22856 2.58270  0.96
C 4.51190 0.39612 0.83895  -0.69
C 5.74531 0.94637 0.54817  -0.05
C 5.97409 1.32318 -0.76692  0.01
C 4.97716 1.12418 -1.71309  0.00
C 3.77411 0.58077 -1.31264  -0.09
N 3.52735 0.22258 -0.03998  -0.05
H 6.49563 1.06233 1.31596  0.13
H 6.92415 1.75517 -1.05049  0.14
H 5.12472 1.38704 -2.75014  0.13
H 2.96550 0.42740 -2.01423  0.11

Force components x, y, z for each atom (eV/Å):
Ti 1.07 0.28 0.55
C 0.25 0.08 0.02
C -0.17 -0.61 0.00
N -0.29 -0.15 -0.37
C 0.00 0.09 -0.03
C -0.11 -0.15 -0.04
N -0.04 0.10 -0.08
C -0.22 -0.02 0.04
C 0.19 0.04 0.00
N -0.21 0.13 -0.13
C 0.14 -0.06 0.12
C -0.19 0.16 -0.04
N -0.27 0.10 -0.04
C 0.13 -0.44 -0.04
C 0.00 0.05 -0.10
C -0.05 0.06 0.05
C 0.11 0.04 0.28
C -0.15 -0.19 -0.30
C -0.03 -0.15 0.30
C 0.11 0.37 -0.66
N -0.26 0.18 -0.16
H -0.01 -0.04 0.01
H -0.05 0.00 -0.01
H -0.03 0.02 -0.02
H 0.12 -0.06 -0.03
H -0.07 -0.04 -0.01
H 0.06 0.02 0.07
H 0.01 0.07 0.02
H 0.01 0.08 -0.04
H 0.10 -0.06 0.03
H 0.09 0.01 -0.05
H -0.09 0.02 0.03
H -0.07 -0.07 -0.04
H -0.04 -0.04 0.05
H -0.02 0.06 -0.06
H -0.10 -0.01 -0.02
H 0.05 0.02 -0.02
H 0.04 -0.06 0.06
H 0.06 0.01 0.07
H 0.03 0.04 -0.03
H -0.02 0.03 -0.01
H 0.01 0.02 -0.03
H 0.01 0.04 -0.03
H 0.02 0.00 0.04
C -0.01 0.03 0.01
C 0.01 0.07 -0.04
C 0.10 -0.04 0.07
C -0.08 0.00 0.10
C 0.15 -0.05 -0.10
C -0.02 -0.01 0.06
P 0.09 -0.02 0.09
C -0.11 0.09 -0.09
C -0.10 0.02 0.02
C -0.01 -0.06 0.00
C -0.01 0.07 -0.03
C 0.06 -0.04 0.05
C -0.02 0.03 -0.05
C 0.03 -0.07 0.18
C -0.07 0.00 0.04
C -0.02 -0.03 -0.21
C 0.20 -0.05 0.12
C -0.23 0.12 -0.06
C 0.18 0.02 0.11
H -0.01 -0.05 -0.01
H 0.00 0.00 0.03
H 0.03 0.02 0.04
H -0.01 -0.01 0.06
H 0.01 -0.01 -0.05
H 0.03 0.00 0.05
H 0.01 0.01 -0.02
H -0.01 0.01 0.00
H -0.03 -0.01 -0.02
H 0.00 0.03 0.00
H -0.04 0.01 -0.05
H -0.03 0.01 -0.01
H -0.01 0.01 0.03
H 0.00 0.02 0.03
Br -0.05 -0.16 0.14
C 0.20 0.08 -0.07
C -0.13 -0.04 -0.07
C -0.01 -0.01 -0.02
C -0.04 -0.01 0.05
C -0.07 0.08 -0.09
N -0.16 -0.10 0.32
H 0.01 0.00 0.02
H 0.02 0.01 0.01
H 0.02 0.02 -0.02
H 0.03 -0.01 0.04

Relative energy (zero: lowest compared OMol25 entry of this formula, charge and spin) = 1.640 eV
LUMO energy = -0.3196 hartree
Net charge = +3
HOMO energy = -15.09 eV
Kohn-Sham gap = 6.39 eV